No. 1
{
  "formula": "C8H22F2InN2O2",
  "method": "ωB97M-V/def2-TZVPD",
  "max_force_ev_per_a": 3.18,
  "homo_energy_ev": -13.49,
  "total_charge": 1,
  "e_lumo_ev": -7.2,
  "symbols": ["In", "F", "F", "O", "O", "N", "N", "C", "C", "C", "C", "C", "C", "C", "C", "H", "H", "H", "H", "H", "H", "H", "H", "H", "H", "H", "H", "H", "H", "H", "H", "H", "H", "H", "H", "H", "H"],
  "coordinates": [[-1.640, 0.340, 0.266], [-1.014, 2.624, 1.749], [-2.810, -2.173, 0.316], [-0.712, -1.032, 2.594], [-0.003, 1.520, -1.521], [1.185, 0.451, 1.190], [-2.156, 0.388, -1.973], [0.644, -1.246, 2.899], [1.695, -0.775, 1.837], [-1.367, -0.510, -4.195], [-1.589, -1.829, 3.380], [0.781, 2.688, -1.283], [0.071, 0.982, -2.786], [-0.969, -0.111, -2.776], [3.052, -0.574, 2.509], [-1.721, 0.368, -4.749], [-2.552, -1.328, 3.291], [1.861, 2.504, -1.273], [1.481, 1.188, 1.831], [3.795, -0.200, 1.805], [0.584, 3.431, -2.056], [1.762, 0.629, 0.370], [-2.292, 1.312, -2.391], [-1.736, -2.867, 3.080], [1.081, 0.679, -3.084], [2.984, -0.006, 3.434], [0.848, -0.816, 3.882], [-2.964, -0.129, -2.321], [0.849, -2.322, 2.868], [-0.546, -0.850, -4.826], [3.405, -1.581, 2.748], [-0.633, -1.030, -2.291], [1.757, -1.549, 1.071], [-0.167, 1.750, -3.540], [-1.372, -1.819, 4.451], [-2.201, -1.210, -4.214], [0.609, 3.102, -0.291]],
  "forces_ev_per_a": [[1.52, -0.30, 1.63], [-0.81, -2.33, -1.75], [1.29, 2.90, -0.18], [0.09, 0.23, -0.97], [0.44, 0.71, 2.14], [0.31, -0.11, -0.27], [0.21, 0.17, -0.94], [1.11, -0.78, -0.55], [-1.35, 0.53, 0.32], [-0.75, 0.99, -0.40], [-1.44, 0.36, 0.44], [0.84, 0.57, 0.18], [0.00, 0.20, -0.97], [0.20, -1.34, -0.72], [-0.22, -1.21, -0.40], [-0.11, 0.12, 0.20], [-0.09, -0.21, -0.06], [-0.05, -0.49, -0.44], [-0.97, 0.47, -0.10], [-0.08, 0.38, 0.11], [-0.15, 0.05, 0.05], [-0.22, -0.07, -0.16], [-0.26, 0.30, 0.71], [0.51, 0.07, -0.50], [-0.05, -0.51, 0.35], [0.09, 0.25, -0.15], [0.13, -0.03, -0.01], [-0.15, -0.40, 0.66], [-0.27, -0.10, 0.78], [0.16, -0.40, 0.47], [0.11, 0.09, 0.33], [0.25, 0.19, 0.25], [0.03, 0.02, -0.05], [-0.38, 0.00, 0.08], [0.57, 0.22, -0.10], [0.27, -0.32, 0.05], [-0.78, -0.21, -0.06]]
}

---

No. 2
{
  "formula": "C71H48F2N4O12S",
  "method": "ωB97M-V/def2-TZVPD",
  "max_force_ev_per_a": 5.70,
  "homo_energy_ev": -9.53,
  "relative_energy_kj_mol": 755.15,
  "total_charge": 0,
  "smiles": "C[C@H](F)Cc1cnc2cc(S(C)(=O)=O)c(CN)c(C(=O)NC(=O)F)c2n1.O=C1c2ccccc2C(=O)c2ccccc21.O=C1c2ccccc2C(=O)c2ccccc21.O=C1c2ccccc2C(=O)c2ccccc21.O=C1c2ccccc2C(=O)c2ccccc21",
  "e_lumo_ev": -1.9,
  "symbols": ["S", "F", "F", "O", "O", "O", "O", "O", "O", "O", "O", "O", "O", "O", "O", "N", "N", "N", "N", "C", "C", "C", "C", "C", "C", "C", "C", "C", "C", "C", "C", "C", "C", "C", "C", "C", "C", "C", "C", "C", "C", "C", "C", "C", "C", "C", "C", "C", "C", "C", "C", "C", "C", "C", "C", "C", "C", "C", "C", "C", "C", "C", "C", "C", "C", "C", "C", "C", "C", "C", "C", "C", "C", "C", "C", "C", "C", "C", "C", "C", "C", "C", "C", "C", "C", "C", "C", "C", "C", "C", "H", "H", "H", "H", "H", "H", "H", "H", "H", "H", "H", "H", "H", "H", "H", "H", "H", "H", "H", "H", "H", "H", "H", "H", "H", "H", "H", "H", "H", "H", "H", "H", "H", "H", "H", "H", "H", "H", "H", "H", "H", "H", "H", "H", "H", "H", "H", "H"],
  "coordinates": [[-2.138, 6.069, 4.299], [-6.747, -3.390, 2.044], [-2.440, -1.300, -0.408], [-0.904, 6.544, 3.576], [-7.579, -4.587, -7.950], [-3.532, 0.649, -0.918], [6.697, 0.102, 6.630], [10.739, -1.703, 2.340], [-2.320, -4.854, -8.803], [-8.027, 0.642, -3.133], [14.653, -2.180, 5.934], [-3.238, 7.112, 4.103], [-1.545, -0.108, 2.560], [4.634, 4.075, 3.727], [-6.297, 1.940, -8.013], [-4.795, 0.506, 2.364], [-1.547, 0.947, 0.374], [0.239, 3.559, 4.076], [-6.470, 2.781, 3.839], [-5.076, 2.874, 3.494], [-6.987, 1.521, 3.425], [7.110, 2.002, 5.314], [-5.657, -2.088, 0.271], [-5.740, 1.187, -5.859], [3.926, 0.106, 6.260], [-5.583, -3.412, -8.328], [2.009, 1.248, 5.341], [11.632, -1.840, 3.159], [15.698, -2.079, 1.885], [10.704, -2.153, 7.313], [-4.385, 1.064, -6.173], [-1.875, 0.866, 1.819], [13.043, -1.936, 2.724], [12.031, -2.196, 6.896], [-0.395, 3.571, 2.695], [4.225, 2.131, 4.978], [11.319, -1.921, 4.604], [-7.627, 0.965, -4.239], [-2.713, 2.042, 2.522], [4.766, 1.081, 5.721], [-4.327, 4.206, 3.920], [-6.967, -0.956, 2.320], [15.398, -2.102, 3.242], [-4.205, -3.481, -8.531], [14.673, -1.995, 0.945], [-6.454, -7.133, -8.186], [-6.687, 1.672, -6.886], [9.685, -1.977, 6.379], [2.843, 2.218, 4.798], [-3.721, -7.269, -8.716], [-6.178, 0.409, 2.694], [9.332, 2.833, 4.872], [8.796, 3.840, 4.071], [12.342, -2.073, 5.541], [-10.352, 2.492, -7.146], [-5.998, -2.142, 1.854], [-5.835, -8.369, -8.344], [-8.114, 1.834, -6.528], [-8.571, 1.469, -5.262], [-1.824, 5.902, 6.127], [-9.006, 2.352, -7.468], [-1.985, 3.343, 2.942], [2.551, 0.188, 6.066], [-2.828, 4.472, 3.676], [13.757, -2.101, 5.110], [-2.562, 0.118, -0.343], [9.990, -1.861, 5.027], [-3.482, 0.641, -5.204], [14.068, -2.040, 3.664], [-9.926, 1.595, -4.948], [6.227, 0.994, 5.944], [-5.279, 0.448, -3.606], [-4.089, -1.070, -8.581], [-5.469, -1.000, -8.398], [-3.457, -2.308, -8.648], [-4.257, 1.773, 2.782], [5.107, 3.149, 4.366], [-6.189, 0.867, -4.577], [-10.813, 2.104, -5.890], [6.572, 3.024, 4.533], [-6.214, -2.168, -8.267], [-3.927, 0.341, -3.919], [-4.471, -8.437, -8.618], [-4.337, -6.028, -8.551], [7.419, 3.940, 3.906], [-6.382, -4.648, -8.172], [-5.707, -5.959, -8.300], [13.349, -1.918, 1.362], [-3.527, -4.792, -8.639], [8.492, 1.914, 5.492], [-5.963, -0.035, -8.355], [-7.289, -2.107, -8.121], [-10.290, 1.300, -3.969], [-2.428, 0.551, -5.449], [-3.507, -0.160, -8.677], [-11.043, 2.901, -7.876], [-8.092, 1.306, 3.666], [9.191, -1.729, 4.304], [-5.018, -1.164, 0.026], [8.916, 1.129, 6.110], [-7.818, -0.749, 1.566], [-2.309, 6.825, 6.624], [0.490, 4.529, 4.354], [-5.619, 0.209, -2.603], [8.651, -1.934, 6.706], [9.453, 4.549, 3.577], [-6.620, -2.048, -0.373], [16.732, -2.131, 1.559], [-0.686, 5.988, 6.323], [4.340, -0.721, 6.829], [1.899, -0.575, 6.482], [-8.654, 2.650, -8.451], [-6.418, -9.280, -8.259], [-0.519, 3.300, 4.745], [14.908, -1.986, -0.115], [-5.096, -3.038, -0.069], [12.821, -2.328, 7.629], [7.007, 4.730, 3.286], [16.200, -2.173, 3.970], [-4.936, 5.022, 4.467], [12.556, -1.849, 0.624], [-3.222, 0.020, -3.161], [0.075, 2.676, 2.128], [10.465, -2.256, 8.366], [-5.058, -2.142, 2.511], [-3.991, -9.401, -8.754], [-7.518, -7.087, -7.977], [-4.030, 1.301, -7.170], [2.416, 3.037, 4.231], [-2.261, 4.951, 6.580], [-11.865, 2.206, -5.643], [-0.179, 4.551, 2.140], [-2.657, -7.329, -8.925], [-1.768, 1.915, 0.065], [-2.383, -2.356, -8.796], [-7.489, -1.291, 3.301], [0.936, 1.315, 5.196], [10.406, 2.761, 5.007]],
  "forces_ev_per_a": [[-1.04, 4.73, -2.32], [1.17, 1.87, 0.06], [0.49, 3.77, 0.75], [-2.09, -2.43, 1.96], [0.32, -0.03, -0.06], [4.05, -2.32, 2.23], [-0.07, 0.15, -0.15], [0.26, -0.03, 0.21], [-0.35, 0.00, 0.05], [0.10, 0.10, -0.30], [-0.24, 0.02, -0.25], [2.22, -3.52, 1.24], [-1.29, 3.93, -3.79], [0.15, -0.25, 0.18], [-0.19, 0.11, 0.35], [-3.64, 3.20, 2.29], [-2.36, -1.33, 0.55], [-1.42, 1.10, -0.14], [1.90, -4.71, -2.59], [1.80, 0.78, 0.02], [1.91, 1.12, -0.01], [0.33, 0.19, -0.11], [-0.05, -0.12, 0.15], [0.31, -0.05, 0.10], [-0.25, -0.06, 0.02], [0.09, 0.36, -0.03], [0.22, 0.03, 0.01], [-0.76, 0.11, -0.63], [-0.14, 0.00, 0.17], [0.19, 0.02, -0.18], [0.16, 0.04, 0.23], [0.59, -2.49, 3.92], [0.35, -0.04, -0.24], [-0.20, 0.01, 0.17], [-0.76, -0.79, 0.56], [-0.33, -0.28, 0.16], [-0.19, 0.00, 0.33], [-0.30, -0.28, 0.90], [-0.07, 2.93, 0.78], [-0.34, -0.10, 0.01], [2.38, -0.80, -0.81], [0.24, 0.42, 0.93], [0.11, -0.01, -0.22], [-0.06, 0.34, 0.02], [-0.18, 0.02, 0.16], [0.05, -0.24, -0.03], [0.30, 0.44, -0.63], [0.05, -0.02, -0.12], [0.11, -0.13, 0.05], [-0.06, -0.26, 0.00], [1.20, 0.74, -0.10], [-0.18, -0.08, 0.04], [-0.22, -0.07, 0.05], [-0.31, -0.02, 0.19], [0.20, -0.07, 0.05], [-0.60, 0.16, -1.33], [0.00, 0.21, 0.00], [-0.35, 0.09, -0.02], [-0.34, 0.11, -0.17], [0.60, 0.45, 0.93], [-0.25, 0.05, -0.03], [-2.61, -1.16, -0.57], [0.24, 0.10, -0.02], [-3.03, -4.00, -0.76], [0.71, -0.08, 0.72], [-2.95, 0.94, -1.94], [-0.09, -0.02, 0.20], [-0.24, 0.06, -0.07], [0.21, 0.01, -0.35], [-0.18, 0.09, -0.12], [0.33, -0.66, 0.50], [0.20, -0.06, 0.02], [-0.02, -0.41, -0.06], [-0.12, -0.32, -0.04], [-0.03, 0.31, -0.02], [0.88, 1.02, 0.47], [-0.43, 0.74, -0.54], [0.43, -0.08, 0.05], [0.20, -0.05, 0.06], [0.39, 0.05, -0.04], [0.15, 0.25, -0.02], [-0.17, 0.01, -0.19], [0.03, 0.23, 0.01], [-0.14, -0.38, -0.01], [0.26, 0.05, -0.02], [-0.95, 0.07, 0.18], [0.07, -0.40, -0.01], [0.22, -0.01, -0.16], [1.00, -0.01, -0.14], [0.18, 0.11, -0.09], [0.22, -0.38, -0.20], [0.14, -0.18, 0.00], [0.22, 0.01, -0.09], [-0.12, 0.00, 0.01], [-0.05, -0.14, -0.05], [0.09, -0.05, 0.07], [1.97, 0.45, -0.45], [0.22, -0.03, -0.02], [-1.03, -1.44, 0.46], [-0.20, 0.04, -0.07], [1.53, -0.26, 1.02], [0.59, -1.48, -1.09], [-0.18, -0.78, -0.50], [-0.07, 0.07, -0.19], [0.10, 0.05, -0.06], [-0.08, -0.07, 0.06], [1.43, 0.04, 1.32], [-0.11, 0.00, 0.05], [-1.90, -0.37, -0.56], [0.10, 0.20, -0.10], [0.09, 0.07, -0.04], [0.10, -0.11, 0.18], [0.05, 0.11, -0.01], [0.95, 0.07, -0.59], [-0.04, 0.00, 0.12], [-0.78, 1.57, 0.80], [0.01, 0.04, -0.24], [-0.10, -0.17, 0.14], [-0.24, 0.00, 0.02], [1.04, -1.53, -1.11], [0.00, 0.01, 0.24], [-0.16, 0.02, -0.14], [-1.06, 1.48, 0.68], [0.03, 0.02, -0.12], [-1.43, -0.30, -1.00], [-0.04, 0.11, 0.02], [0.16, 0.17, -0.04], [-0.23, 0.10, 0.17], [0.20, -0.19, 0.10], [0.60, 1.26, -0.88], [0.12, -0.02, -0.02], [-0.49, -1.49, 0.89], [-0.14, 0.19, 0.05], [0.03, -0.93, 0.16], [-0.17, -0.18, 0.01], [0.87, 0.47, -1.58], [0.16, 0.02, -0.04], [-0.12, -0.01, -0.01]]
}

---

No. 3
{
  "formula": "C2H2ClIO",
  "method": "ωB97M-V/def2-TZVPD",
  "max_force_ev_per_a": 4.45,
  "homo_energy_ev": -9.95,
  "relative_energy_kj_mol": 38.24,
  "total_charge": 0,
  "smiles": "O=C[C@@H](Cl)I",
  "e_lumo_ev": -0.1,
  "symbols": ["I", "Cl", "O", "C", "C", "H", "H"],
  "coordinates": [[1.860, -0.950, 0.928], [-1.043, 0.248, 1.807], [-1.342, -0.797, -1.004], [0.174, 0.252, 0.552], [-0.341, -0.141, -0.884], [0.598, 1.173, 0.357], [0.094, 0.215, -1.755]],
  "forces_ev_per_a": [[0.37, -0.42, 0.17], [0.22, 0.02, -0.37], [0.24, 0.01, -0.06], [-0.65, -1.47, -1.85], [-2.71, -1.52, 3.18], [0.68, 2.31, 0.48], [1.85, 1.08, -1.55]]
}